{"formula": "C12H17BrN2O", "method": "the ωB97M-V functional and the def2-TZVPD basis", "smiles": "CCCCCCC(=O)Nc1ccc(Br)cn1", "total_charge": 0, "homo_ev": -8.7, "lumo_ev": -0.5, "gap_ev": 8.19, "energy_ha": -3225.88018, "spin_multiplicity": 1, "elements": ["C", "C", "C", "C", "C", "C", "C", "O", "N", "C", "C", "C", "C", "Br", "C", "N", "H", "H", "H", "H", "H", "H", "H", "H", "H", "H", "H", "H", "H", "H", "H", "H", "H"], "xyz": [[-2.85, -3.03, -0.41], [-2.06, -1.70, -0.33], [-2.38, -0.96, 0.99], [-1.70, 0.18, 1.33], [-2.09, 1.27, 0.37], [-1.34, 1.64, -0.90], [0.08, 1.90, -0.56], [0.60, 2.90, -0.10], [0.87, 0.97, -0.61], [2.18, 0.72, -0.51], [3.16, 1.50, 0.06], [4.39, 1.36, 0.31], [4.90, 0.08, -0.18], [6.72, -0.30, 0.29], [4.03, -0.78, -0.43], [2.75, -0.79, -0.75], [-3.97, -2.81, -0.47], [-2.62, -3.75, 0.15], [-2.64, -3.43, -1.44], [-2.61, -1.07, -1.03], [-1.09, -1.87, -0.34], [-3.60, -1.01, 1.05], [-2.30, -1.63, 1.77], [-0.68, 0.18, 1.03], [-1.87, 0.47, 2.39], [-3.24, 1.33, 0.33], [-2.03, 2.22, 1.29], [-1.44, 0.87, -1.37], [-1.77, 2.56, -1.12], [0.38, 0.00, -0.78], [2.68, 2.60, 0.27], [5.25, 2.26, 0.44], [4.27, -1.89, -0.75]]}


{"formula": "C81H118N4O29", "method": "the ωB97M-V functional and the def2-TZVPD basis", "total_charge": 0, "homo_ev": -7.9, "lumo_ev": -0.2, "gap_ev": 7.77, "energy_ha": -5557.62047, "spin_multiplicity": 1, "elements": ["C", "O", "C", "C", "N", "C", "C", "O", "C", "H", "H", "H", "H", "H", "H", "H", "H", "H", "H", "H", "H", "H", "H", "H", "C", "O", "C", "C", "N", "C", "C", "O", "C", "H", "H", "H", "H", "H", "H", "H", "H", "H", "H", "H", "H", "H", "H", "H", "C", "O", "C", "C", "N", "C", "C", "O", "C", "H", "H", "H", "H", "H", "H", "H", "H", "H", "H", "H", "H", "H", "H", "H", "C", "O", "C", "C", "N", "C", "C", "O", "C", "H", "H", "H", "H", "H", "H", "H", "H", "H", "H", "H", "H", "H", "H", "H", "C", "C", "C", "C", "C", "C", "O", "O", "H", "H", "H", "H", "H", "H", "C", "C", "C", "C", "C", "C", "O", "O", "H", "H", "H", "H", "H", "H", "C", "C", "C", "C", "C", "C", "O", "O", "H", "H", "H", "H", "H", "H", "C", "C", "C", "C", "C", "C", "O", "O", "H", "H", "H", "H", "H", "H", "C", "C", "C", "C", "C", "C", "O", "O", "H", "H", "H", "H", "H", "H", "C", "C", "C", "C", "C", "C", "O", "O", "H", "H", "H", "H", "H", "H", "C", "C", "C", "C", "C", "C", "O", "O", "H", "H", "H", "H", "H", "H", "C", "C", "C", "C", "C", "C", "O", "O", "H", "H", "H", "H", "H", "H", "C", "C", "C", "C", "C", "C", "O", "O", "H", "H", "H", "H", "H", "H", "C", "C", "O", "C", "O", "O", "H", "H", "H", "H"], "xyz": [[-2.57, -0.12, -1.71], [-1.18, -0.57, -1.60], [-1.03, -1.46, -0.45], [0.42, -1.84, -0.45], [0.66, -2.97, 0.42], [1.89, -2.89, 1.30], [1.59, -2.35, 2.63], [1.43, -1.02, 2.86], [0.07, -0.67, 3.19], [-2.56, 0.64, -2.48], [-2.89, 0.39, -0.80], [-3.29, -0.90, -1.97], [-1.45, -2.44, -0.68], [-1.57, -1.00, 0.38], [1.10, -1.01, -0.25], [0.62, -2.14, -1.48], [0.71, -3.84, -0.09], [2.75, -2.38, 0.85], [2.29, -3.89, 1.46], [2.44, -2.78, 3.16], [0.77, -2.88, 3.11], [0.21, 0.37, 3.50], [-0.43, -1.15, 4.04], [-0.50, -0.79, 2.27], [-2.83, -4.65, 6.19], [-3.90, -4.93, 5.41], [-3.62, -4.99, 3.98], [-4.94, -5.08, 3.24], [-5.68, -6.39, 3.53], [-5.10, -7.50, 2.80], [-5.29, -7.58, 1.23], [-5.58, -8.96, 0.94], [-4.44, -9.86, 0.60], [-2.99, -4.84, 7.25], [-2.68, -3.57, 6.20], [-1.88, -5.00, 5.79], [-3.02, -5.87, 3.75], [-3.07, -4.06, 3.81], [-4.77, -4.90, 2.18], [-5.51, -4.25, 3.66], [-5.72, -6.55, 4.52], [-5.33, -8.41, 3.35], [-4.02, -7.42, 2.94], [-4.40, -7.29, 0.68], [-6.18, -6.98, 1.03], [-3.50, -9.33, 0.51], [-4.71, -10.25, -0.38], [-4.39, -10.52, 1.47], [-1.49, 11.98, 0.93], [-2.01, 10.97, 1.65], [-2.35, 11.51, 2.94], [-1.15, 11.38, 3.92], [-0.93, 10.08, 4.54], [-0.35, 9.15, 3.49], [-0.61, 7.72, 3.96], [-0.61, 6.69, 2.98], [0.48, 5.78, 2.92], [-1.79, 12.10, -0.11], [-0.42, 11.79, 0.97], [-1.55, 13.02, 1.25], [-3.10, 10.83, 3.36], [-2.85, 12.48, 2.93], [-1.57, 11.93, 4.75], [-0.25, 11.93, 3.62], [-1.83, 9.85, 4.94], [0.71, 9.41, 3.49], [-0.76, 9.42, 2.52], [-1.66, 7.63, 4.23], [-0.22, 7.45, 4.94], [0.31, 5.05, 2.12], [0.37, 5.29, 3.88], [1.47, 6.23, 2.89], [7.73, 0.57, 3.91], [8.62, 0.97, 2.89], [9.82, 1.66, 3.29], [10.37, 2.45, 2.00], [9.71, 3.81, 1.98], [10.35, 4.85, 1.18], [11.47, 5.44, 2.12], [10.90, 5.91, 3.28], [10.62, 7.40, 3.08], [8.13, -0.30, 4.44], [6.82, 0.12, 3.51], [7.41, 1.34, 4.61], [10.61, 0.95, 3.53], [9.58, 2.32, 4.13], [10.09, 1.90, 1.10], [11.46, 2.49, 2.03], [8.73, 3.75, 1.73], [9.67, 5.65, 0.87], [11.01, 4.44, 0.42], [12.08, 6.24, 1.70], [12.23, 4.66, 2.18], [11.54, 7.98, 3.08], [10.19, 7.76, 4.01], [10.11, 7.54, 2.13], [2.10, -0.34, -7.81], [0.85, -0.90, -8.24], [-0.34, -0.19, -8.01], [-0.29, 0.92, -7.15], [0.90, 1.38, -6.70], [2.12, 0.83, -7.10], [3.31, 1.19, -6.57], [-1.56, -0.68, -8.60], [3.02, -0.83, -8.10], [0.80, -1.76, -8.89], [-1.27, 1.21, -6.79], [0.81, 2.30, -6.13], [3.30, 1.99, -6.04], [-2.21, -0.44, -7.94], [-4.76, -5.86, -5.25], [-4.27, -6.72, -4.28], [-3.06, -6.35, -3.67], [-2.33, -5.17, -4.04], [-2.83, -4.41, -5.04], [-4.00, -4.83, -5.65], [-4.43, -4.22, -6.81], [-2.48, -7.34, -2.89], [-5.63, -6.03, -5.88], [-4.84, -7.55, -3.90], [-1.32, -5.05, -3.68], [-2.41, -3.56, -5.57], [-5.35, -3.96, -6.67], [-1.62, -7.01, -2.61], [5.04, 5.18, -0.80], [4.64, 5.41, -2.11], [3.70, 4.57, -2.71], [3.19, 3.43, -2.01], [3.65, 3.26, -0.79], [4.59, 4.05, -0.20], [5.03, 3.67, 1.02], [3.27, 4.98, -3.90], [5.73, 5.87, -0.34], [5.00, 6.16, -2.80], [2.45, 2.70, -2.31], [3.40, 2.36, -0.25], [5.06, 4.38, 1.66], [3.18, 5.92, -3.73], [2.03, -2.55, 8.98], [0.84, -2.58, 9.71], [0.27, -1.37, 9.86], [0.80, -0.15, 9.50], [2.01, -0.16, 8.76], [2.55, -1.44, 8.44], [3.76, -1.66, 7.78], [-0.90, -1.22, 10.50], [2.50, -3.51, 8.83], [0.34, -3.50, 9.98], [0.33, 0.77, 9.82], [2.60, 0.69, 8.46], [3.77, -2.58, 7.51], [-1.22, -0.38, 10.15], [7.23, -2.87, -3.64], [7.42, -3.20, -2.32], [7.15, -2.23, -1.37], [6.54, -1.00, -1.77], [6.29, -0.71, -3.09], [6.69, -1.65, -4.03], [6.54, -1.48, -5.39], [7.34, -2.38, -0.01], [7.51, -3.76, -4.18], [7.83, -4.13, -1.96], [6.32, -0.17, -1.12], [5.94, 0.27, -3.36], [5.95, -0.80, -5.70], [7.52, -1.60, 0.52], [-6.58, 1.42, -9.34], [-6.91, 1.04, -8.08], [-6.30, 1.62, -6.94], [-5.45, 2.72, -7.08], [-5.12, 3.07, -8.36], [-5.66, 2.45, -9.48], [-5.35, 2.91, -10.70], [-6.72, 1.21, -5.74], [-6.95, 0.92, -10.22], [-7.67, 0.28, -8.01], [-4.95, 3.27, -6.30], [-4.41, 3.85, -8.58], [-5.11, 2.14, -11.22], [-6.91, 1.99, -5.22], [-6.17, 1.01, 4.42], [-6.78, 1.34, 3.21], [-6.17, 2.22, 2.32], [-4.93, 2.84, 2.65], [-4.26, 2.41, 3.80], [-4.86, 1.51, 4.62], [-4.13, 1.03, 5.76], [-6.68, 2.57, 1.05], [-6.68, 0.25, 4.99], [-7.80, 1.07, 2.97], [-4.49, 3.55, 1.96], [-3.34, 2.92, 4.03], [-4.64, 0.42, 6.30], [-7.54, 2.14, 0.98], [-8.07, -2.45, -1.32], [-8.14, -3.07, -0.04], [-9.03, -4.12, 0.16], [-9.72, -4.72, -0.89], [-9.66, -4.08, -2.13], [-8.92, -2.90, -2.36], [-9.02, -2.43, -3.64], [-9.30, -4.61, 1.41], [-7.49, -1.55, -1.42], [-7.63, -2.46, 0.69], [-10.40, -5.56, -0.88], [-10.23, -4.47, -2.95], [-8.43, -1.67, -3.64], [-8.43, -4.53, 1.81], [5.32, -9.27, -1.79], [4.45, -8.32, -2.39], [3.06, -8.47, -2.14], [2.60, -9.59, -1.40], [3.56, -10.52, -0.89], [4.88, -10.36, -1.06], [5.80, -11.21, -0.54], [2.20, -7.65, -2.74], [6.37, -9.03, -1.80], [4.85, -7.45, -2.88], [1.56, -9.85, -1.25], [3.27, -11.28, -0.18], [6.68, -11.02, -0.88], [2.73, -7.29, -3.45], [-2.36, 6.58, -1.77], [-1.70, 5.19, -1.97], [-1.18, 5.15, -3.27], [-1.61, 6.19, -4.01], [-1.60, 6.25, -5.21], [-2.44, 7.02, -3.17], [-1.78, 7.29, -1.17], [-3.39, 6.60, -1.41], [-2.46, 4.42, -1.82], [-0.95, 5.18, -1.18]]}